Record 1
The following is a quantum chemistry calculation of 13 unconnected molecules or ions with the total composition C36H72Cl16O15 in a non-equilibrium geometry, from the OMol25 dataset.

Each line ends with the Mulliken charge.
Atoms and positions in Å:
Cl1 3.80151 1.71596 1.48690  0.030
C1 3.77176 2.06148 3.21951  -0.669
C2 2.54989 2.87492 3.67480  0.135
Cl2 2.24183 4.32451 2.75725  -0.113
H1 4.69967 2.48327 3.60573  0.372
H2 3.77748 1.02062 3.54304  0.140
H3 2.78659 3.09413 4.71597  0.414
H4 1.66670 2.24821 3.55099  -0.243
Cl3 0.36771 -3.87568 5.47058  -0.105
C3 1.45741 -2.78412 6.47879  -0.602
C4 1.06075 -1.31570 6.22217  -0.782
Cl4 1.32688 -0.82434 4.54309  0.069
H5 2.49340 -3.00308 6.22018  0.318
H6 1.24981 -3.08055 7.50695  0.395
H7 1.72167 -0.63930 6.76419  0.353
H8 0.04090 -1.13887 6.56382  0.329
Cl5 4.70304 -1.76372 1.43854  -0.215
C5 2.94588 -1.73617 1.48821  0.761
C6 2.44771 -2.90795 2.22970  0.178
Cl6 2.99198 -4.42610 1.45707  -0.188
H9 2.59264 -1.68234 0.45843  0.054
H10 2.69211 -0.86491 2.09204  -0.603
H11 1.36014 -2.90084 2.30214  -0.224
H12 2.77920 -2.92018 3.26799  0.232
Cl7 -4.05339 2.50060 4.45546  -0.195
C7 -2.31425 2.48233 4.11921  -0.046
C8 -1.81500 3.16400 2.84845  0.976
Cl8 -1.81822 4.91422 3.22173  -0.231
H13 -2.05299 1.43116 3.99717  -0.244
H14 -1.80837 2.89552 4.99183  0.472
H15 -2.58618 3.04497 2.08739  -0.331
H16 -0.82285 2.85608 2.51840  -0.368
Cl9 -3.51023 5.43673 -1.91259  -0.173
C9 -2.68046 6.39706 -0.60167  -0.436
C10 -1.20284 6.20469 -0.77871  -0.942
Cl10 -0.65221 4.51249 -0.64102  0.190
H17 -2.92359 6.07464 0.41077  0.202
H18 -2.91154 7.45803 -0.69677  0.432
H19 -0.63093 6.68475 0.01537  0.378
H20 -0.90340 6.67289 -1.71639  0.382
Cl11 -5.93929 -0.53048 5.33370  -0.164
C11 -5.86974 -2.22914 4.85436  -0.612
C12 -4.61962 -2.48728 4.06555  -0.004
Cl12 -3.28056 -2.25974 5.13234  -0.116
H21 -6.76559 -2.41996 4.26348  0.361
H22 -5.98462 -2.78886 5.78259  0.357
H23 -4.52449 -1.93580 3.13017  -0.036
H24 -4.65070 -3.54064 3.78706  0.261
Cl13 7.79896 -0.54471 -2.01938  -0.211
C13 6.49213 -0.60143 -0.85006  -0.474
C14 5.14200 -0.16092 -1.43684  1.470
Cl14 4.84194 -0.92124 -2.98849  -0.346
H25 6.69219 0.10486 -0.04431  0.361
H26 6.50534 -1.62662 -0.48006  0.256
H27 5.04963 0.90118 -1.66380  -0.083
H28 4.27272 -0.32350 -0.79965  -1.044
Cl15 0.21951 -1.43262 -5.27700  -0.181
C15 1.36547 -0.51142 -6.26767  0.151
C16 2.80683 -1.03875 -6.10080  0.337
Cl16 3.92875 0.02508 -7.01995  -0.217
H29 1.16280 0.42760 -5.75262  -0.527
H30 0.96547 -0.38523 -7.27374  0.417
H31 2.92493 -2.06975 -6.43427  0.431
H32 3.11359 -0.95586 -5.05815  -0.367
C17 -4.28410 2.57159 -0.69487  -1.025
C18 -4.42908 1.20817 -0.04951  -0.175
O1 -3.66045 0.20962 -0.70059  -0.005
C19 -3.73222 -1.08004 -0.30111  0.477
O2 -4.58931 -1.60178 0.40860  -0.668
O3 -2.86317 -1.78108 -1.00764  -0.115
C20 -2.85256 -3.20511 -0.94129  -0.646
H33 -5.00893 3.16889 -0.14174  0.439
H34 -4.63433 2.49768 -1.72442  0.440
H35 -3.32048 3.08039 -0.66913  -0.027
H36 -5.49837 1.00325 -0.10164  0.306
H37 -4.24625 1.39212 1.00918  0.186
H38 -3.63097 -3.69150 -1.52918  0.366
H39 -2.78999 -3.48712 0.10973  0.106
H40 -1.93976 -3.53650 -1.43633  0.256
C21 -3.50575 1.06120 -4.43240  -1.196
C22 -2.15716 1.76864 -4.29000  0.606
O4 -1.61776 2.03089 -5.56914  -0.205
C23 -0.45211 2.49971 -5.72541  0.561
O5 0.30887 2.70649 -4.80014  -0.285
O6 -0.24438 2.84807 -7.02332  -0.366
C24 -1.15676 2.53144 -8.13529  -0.725
H41 -4.15538 1.05263 -3.55718  0.165
H42 -3.42216 -0.01766 -4.56344  0.354
H43 -4.03839 1.53284 -5.25820  0.379
H44 -1.53737 1.02915 -3.78294  -0.381
H45 -2.09882 2.63558 -3.63188  0.301
H46 -0.72350 2.88120 -9.07233  0.307
H47 -2.19348 2.84793 -8.02064  0.297
H48 -1.23574 1.45969 -8.31751  0.281
C25 3.58700 6.06768 -0.59386  -1.327
C26 2.46113 5.43213 -1.36811  0.541
O7 2.72091 5.07663 -2.71591  -0.357
C27 3.20730 3.90804 -2.98338  0.883
O8 3.65246 3.02435 -2.22772  -0.594
O9 3.36571 3.84150 -4.25876  -0.448
C28 3.77659 2.64497 -4.91485  -0.340
H49 3.18952 6.31147 0.39137  0.329
H50 3.92688 7.00102 -1.04270  0.354
H51 4.46231 5.42144 -0.52839  0.290
H52 1.60621 6.10826 -1.37616  0.186
H53 2.04350 4.57835 -0.83449  -0.196
H54 4.57103 2.12564 -4.37887  0.327
H55 4.13861 2.81809 -5.92829  0.363
H56 2.88941 2.03559 -5.08703  -0.093
C29 1.13796 0.35914 -2.47479  -0.358
C30 1.09961 0.86024 -0.97983  0.979
O10 0.37616 -0.13199 -0.31276  -0.200
C31 -0.06547 0.03273 0.90842  0.470
O11 0.23522 0.92536 1.71276  -0.282
O12 -0.79834 -1.12348 1.22596  0.298
C32 -1.57322 -1.30367 2.37365  -0.164
H57 1.64990 -0.59132 -2.62525  0.468
H58 1.74464 1.01653 -3.09759  0.041
H59 0.13747 0.27996 -2.90007  -0.236
H60 0.75300 1.89366 -0.98095  -0.388
H61 2.13188 0.92854 -0.63651  -0.623
H62 -1.69685 -2.36922 2.56713  -0.293
H63 -2.60322 -0.96392 2.48209  0.111
H64 -1.02458 -1.10054 3.29334  0.198
C33 0.25713 -10.42672 3.54076  -1.203
C34 -0.87313 -9.54682 3.09877  -0.236
O13 -0.35203 -8.27414 2.75188  -0.278
C35 -1.22159 -7.30994 2.42501  0.638
O14 -2.45664 -7.37952 2.44544  -0.606
O15 -0.48999 -6.28672 2.09229  -0.201
C36 -1.14337 -5.06475 1.96230  -0.566
H65 0.74653 -10.61518 2.58521  0.311
H66 -0.20210 -11.37662 3.81443  0.368
H67 0.98469 -10.15600 4.30591  0.310
H68 -1.54915 -9.42808 3.94552  0.297
H69 -1.54284 -9.98791 2.36051  0.346
H70 -1.49168 -4.68517 2.92287  0.212
H71 -1.99794 -5.24230 1.30941  0.402
H72 -0.54922 -4.32836 1.42117  0.142

Forces on atoms 1 to 6 (eV/Å):
Cl 0.2611 0.6762 -0.7676
C -0.0459 -0.4855 0.0870
C 0.6468 -1.7345 0.0568
Cl 0.1304 0.6632 -0.2199
H 0.0630 0.2960 -0.6176
H -0.5181 0.2747 1.0024

Results
E: -269571.1023 eV
Orbital gap: 10.329 eV
HOMO: -10.19 eV
Strongest force on any atom: 0.08444 Eh/bohr
LUMO level: 0.142 eV

Record 2
The following is a quantum chemistry calculation of 2 unconnected molecules or ions with the total composition C2H3FS3 in a non-equilibrium geometry, from the OMol25 dataset.

Each line ends with the Mulliken charge.
Atoms and positions in Å:
C1 0.45999 -1.02847 -1.20446  0.360
C2 -0.11637 1.16679 1.46075  -0.197
F1 -1.17012 0.47468 2.05968  -0.272
S1 1.90722 -1.47156 -0.98390  -0.199
S2 -0.98964 -1.19000 -1.88077  -0.049
S3 -0.18304 1.26805 -0.36046  -0.259
H1 -0.12244 2.12845 1.91242  0.260
H2 0.82310 0.78550 1.65993  0.233
H3 -0.60870 -2.13343 -2.66319  0.123

Forces on atoms 1 to 6 (eV/Å):
C 0.4963 2.9629 1.7135
C -1.6104 0.2589 -1.4834
F 0.5544 -0.1914 -0.3319
S 1.1279 -0.6290 0.1481
S -2.3129 1.1442 0.1044
S -0.0802 -1.3236 0.3015

Results
E: -37342.9112 eV
Orbital gap (alpha / beta): 7.400 / 7.398 eV
HOMO (alpha / beta): -8.42 / -8.41 eV
Strongest force on any atom: 0.06726 Eh/bohr
Energy above the lowest of the compared OMol25 structures with the same formula, charge and spin: 46.1 kcal/mol
LUMO level (alpha / beta): -1.015 / -1.016 eV